1.
Computed, not measured: 10 unconnected molecules or ions with the total composition C38H85BN9O16PS at a distorted geometry, with ωB97M-V/def2-TZVPD.

Properties
- HOMO level: -8.8 eV
- SMILES: CCOCCCCC[C@@]1(B(O)O)OC(=O)C[C@@H]1P(O)(O)=S.CNC(C)=O.CNC(C)=O.CNC(C)=O.CNC(C)=O.CNC(C)=O.CNC(C)=O.CNC(C)=O.CNC(C)=O.CNC(C)=O
- Spin multiplicity: 1

The geometry in XYZ format:
```
151
C38H85BN9O16PS, DFT ωB97M-V/def2-TZVPD
C 0.299 -2.020 3.162
C 1.079 -1.112 2.002
O 0.890 0.352 2.214
C 0.203 0.967 1.065
C 0.304 2.611 1.011
C -0.407 3.377 2.276
C -1.796 4.184 1.882
C -3.059 3.876 2.881
C -3.791 2.401 2.589
B -3.403 1.583 3.959
O -4.157 1.945 5.209
O -2.354 0.558 4.115
O -5.222 2.775 2.847
C -6.043 2.347 1.699
O -7.344 1.953 1.648
C -4.967 2.391 0.419
C -3.607 1.711 1.117
P -3.840 -0.165 0.875
O -5.413 -0.783 1.293
O -2.639 -1.171 1.635
S -3.645 -0.484 -1.075
H 0.036 -3.113 2.777
H 0.927 -2.055 4.169
H -0.729 -1.484 3.408
H 0.802 -1.464 0.917
H 2.244 -1.312 2.165
H -0.933 0.697 0.971
H 0.731 0.552 0.087
H -0.282 2.940 0.031
H 1.444 2.896 0.889
H 0.380 4.178 2.675
H -0.565 2.625 3.178
H -2.097 4.053 0.735
H -1.536 5.343 1.999
H -2.752 3.962 4.030
H -3.888 4.697 2.716
H -3.555 2.586 5.729
H -1.757 0.877 4.856
H -4.843 3.497 -0.007
H -5.480 1.613 -0.307
H -2.679 1.959 0.449
H -5.761 -1.335 0.521
H -1.982 -1.513 0.960
C -8.660 4.146 -3.001
C -8.064 3.531 -1.766
O -7.261 4.136 -1.058
N -8.436 2.262 -1.434
C -9.355 1.389 -2.125
H -8.266 5.158 -3.130
H -8.391 3.556 -3.881
H -9.747 4.209 -2.902
H -7.991 1.920 -0.590
H -10.160 1.128 -1.433
H -8.815 0.481 -2.404
H -9.778 1.851 -3.018
C -8.397 4.441 2.617
C -8.917 5.608 3.409
O -8.167 6.384 3.998
N -10.266 5.798 3.466
C -11.308 5.010 2.852
H -7.304 4.425 2.667
H -8.775 3.505 3.035
H -8.692 4.539 1.569
H -10.535 6.603 4.019
H -11.881 5.663 2.190
H -11.963 4.639 3.644
H -10.913 4.168 2.282
C 5.458 -4.956 0.209
C 4.601 -3.774 0.569
O 3.489 -3.600 0.075
N 5.088 -2.877 1.472
C 6.357 -2.898 2.161
H 4.932 -5.578 -0.521
H 6.396 -4.617 -0.238
H 5.655 -5.560 1.098
H 4.452 -2.111 1.660
H 6.158 -2.915 3.235
H 6.893 -1.979 1.910
H 6.965 -3.761 1.888
C 10.430 -6.656 0.830
C 9.357 -6.023 1.671
O 9.067 -4.832 1.572
N 8.694 -6.808 2.567
C 8.880 -8.214 2.836
H 10.865 -5.903 0.167
H 11.224 -7.051 1.470
H 10.003 -7.453 0.215
H 7.987 -6.307 3.094
H 7.932 -8.723 2.647
H 9.142 -8.326 3.891
H 9.662 -8.657 2.217
C 5.218 -9.598 2.071
C 6.235 -10.654 1.742
O 7.443 -10.461 1.873
N 5.789 -11.859 1.285
C 4.427 -12.283 1.063
H 5.729 -8.697 2.422
H 4.641 -9.342 1.179
H 4.556 -9.950 2.866
H 6.535 -12.515 1.086
H 4.241 -13.163 1.684
H 4.326 -12.560 0.011
H 3.703 -11.505 1.307
C 12.614 -3.769 -3.454
C 12.610 -4.752 -2.317
O 11.571 -5.253 -1.891
N 13.804 -5.088 -1.752
C 15.124 -4.618 -2.101
H 11.588 -3.604 -3.797
H 13.024 -2.812 -3.121
H 13.197 -4.165 -4.290
H 13.716 -5.755 -0.993
H 15.730 -5.484 -2.377
H 15.558 -4.144 -1.218
H 15.108 -3.906 -2.927
C -10.636 12.057 2.972
C -10.598 11.468 4.355
O -11.130 12.021 5.315
N -9.948 10.282 4.532
C -9.264 9.480 3.546
H -11.189 13.001 2.994
H -9.620 12.261 2.623
H -11.146 11.374 2.287
H -9.967 9.953 5.490
H -9.735 8.494 3.526
H -8.223 9.373 3.859
H -9.302 9.922 2.549
C -12.123 2.749 -6.391
C -10.848 3.106 -5.679
O -10.786 3.191 -4.454
N -9.734 3.339 -6.430
C -9.597 3.290 -7.866
H -12.919 2.594 -5.656
H -12.421 3.564 -7.056
H -11.990 1.823 -6.956
H -8.918 3.572 -5.876
H -8.833 2.547 -8.108
H -9.260 4.272 -8.207
H -10.530 3.030 -8.366
C 12.075 -0.470 -5.670
C 12.977 -1.303 -6.538
O 13.148 -2.504 -6.339
N 13.618 -0.691 -7.574
C 13.553 0.695 -7.974
H 11.638 -1.100 -4.889
H 12.649 0.327 -5.189
H 11.263 -0.049 -6.268
H 14.205 -1.319 -8.110
H 13.191 0.733 -9.004
H 14.565 1.106 -7.935
H 12.895 1.284 -7.334
```

Atom charges from the Löwdin analysis, given in e for atoms 1 to 4: number 1, C, carries -0.10; number 2, C, carries -0.22; number 3, O, carries -0.22; number 4, C, carries -0.22

---

2.
Computed, not measured: a molecular structure, C38H88BaN3O11 at a distorted geometry, with ωB97M-V/def2-TZVPD.

Properties
- ΔE to the lowest compared entry with this formula, charge and spin: 269.16 kJ/mol
- HOMO level: -9.4 eV
- Net charge: +1
- Spin multiplicity: 1

The geometry in XYZ format:
```
141
C38H88BaN3O11, DFT ωB97M-V/def2-TZVPD
Ba -6.512 14.883 -1.900
O -8.878 12.473 1.615
C -8.826 13.733 1.241
O -9.523 14.573 1.883
O -8.141 14.008 0.260
H -9.608 12.562 2.232
C -4.929 9.736 0.478
C -5.956 10.664 1.173
O -7.034 10.948 0.331
H -5.407 8.800 0.190
H -4.168 9.603 1.247
H -4.521 10.245 -0.395
H -5.414 11.583 1.399
H -6.317 10.252 2.116
H -7.663 11.541 0.749
C -5.922 16.560 1.533
C -5.996 17.663 0.492
O -5.435 17.174 -0.728
H -4.955 16.476 2.029
H -6.264 15.596 1.158
H -6.589 16.811 2.357
H -5.521 18.577 0.850
H -7.041 17.937 0.351
H -5.389 18.001 -1.214
C -11.404 18.852 0.349
C -10.399 17.870 0.926
O -10.437 16.658 0.196
H -11.327 18.977 -0.731
H -11.448 19.832 0.824
H -12.412 18.438 0.380
H -10.572 17.730 1.993
H -9.383 18.263 0.888
H -10.233 15.896 0.744
C -13.740 15.799 3.986
C -12.506 15.838 3.083
O -11.983 14.472 3.079
H -13.435 15.556 5.004
H -14.367 14.980 3.633
H -14.303 16.732 3.953
H -11.747 16.506 3.491
H -12.698 16.200 2.073
H -11.133 14.385 2.643
C -8.932 16.474 6.812
C -9.027 15.633 5.604
O -8.960 16.413 4.351
H -8.854 15.862 7.711
H -9.808 17.114 6.917
H -8.109 17.186 6.873
H -9.881 14.960 5.678
H -8.145 14.993 5.636
H -8.837 15.811 3.614
C -8.770 11.887 5.396
C -9.670 10.671 4.984
C -9.794 9.873 6.349
C -10.970 8.992 6.526
C -12.217 9.728 6.183
C -12.286 10.266 4.757
N -11.052 11.144 4.593
O -11.116 11.879 3.452
C -12.351 9.095 3.668
C -13.580 11.067 4.618
C -8.999 9.700 3.918
H -8.645 12.681 4.660
H -7.731 11.666 5.641
H -9.174 12.367 6.288
H -8.888 9.276 6.453
H -9.762 10.518 7.227
H -10.947 8.642 7.558
H -10.900 8.023 6.031
H -12.404 10.492 6.937
H -13.036 9.015 6.279
H -13.226 8.448 3.724
H -12.298 9.581 2.694
H -11.487 8.432 3.632
H -13.782 11.395 3.599
H -14.415 10.441 4.933
H -13.555 11.961 5.240
H -7.938 9.515 4.088
H -9.032 10.145 2.924
H -9.463 8.716 3.845
H -11.731 12.547 3.765
C -10.756 9.551 -2.244
C -10.311 8.706 -1.060
C -11.313 7.502 -1.044
C -10.853 6.332 -0.152
C -9.472 5.797 -0.455
C -8.439 6.910 -0.642
N -9.001 8.092 -1.346
O -8.040 8.956 -1.869
C -7.986 7.286 0.814
C -7.327 6.222 -1.397
C -10.419 9.450 0.284
H -10.339 10.558 -2.271
H -11.817 9.801 -2.223
H -10.528 9.123 -3.220
H -12.265 7.929 -0.730
H -11.442 7.079 -2.040
H -11.609 5.547 -0.152
H -10.757 6.582 0.905
H -9.494 5.133 -1.318
H -9.161 5.201 0.403
H -7.295 6.549 1.223
H -7.456 8.238 0.797
H -8.778 7.398 1.555
H -6.911 5.373 -0.854
H -7.619 5.788 -2.353
H -6.447 6.837 -1.586
H -11.204 10.201 0.370
H -9.483 9.992 0.422
H -10.312 8.805 1.156
H -7.767 9.469 -1.105
C -12.970 15.404 -2.770
C -14.312 14.699 -2.340
C -14.566 13.375 -3.035
C -13.794 12.189 -2.424
C -14.269 11.977 -0.990
C -13.889 13.249 -0.143
N -14.367 14.471 -0.876
O -14.022 15.639 -0.182
C -14.780 13.230 1.152
C -12.382 13.200 0.134
C -15.408 15.622 -2.800
H -13.025 16.436 -2.423
H -12.753 15.353 -3.837
H -12.109 14.919 -2.309
H -15.622 13.112 -2.977
H -14.244 13.455 -4.073
H -12.713 12.322 -2.458
H -14.044 11.357 -3.082
H -13.787 11.080 -0.602
H -15.327 11.730 -1.076
H -15.830 13.282 0.863
H -14.512 12.372 1.768
H -14.531 14.073 1.797
H -12.125 12.349 0.765
H -11.851 13.109 -0.814
H -12.034 14.171 0.488
H -15.229 16.674 -2.578
H -16.403 15.446 -2.390
H -15.563 15.687 -3.877
H -13.070 15.754 -0.161
```

Atom charges from the Löwdin analysis, given in e for atoms 1 to 4: number 1, Ba, carries 1.96; number 2, O, carries 0.11; number 3, C, carries -0.79; number 4, O, carries -0.02

---

3.
Computed, not measured: 11 unconnected molecules or ions with the total composition C38H88Cl4N4O19 at a distorted geometry, with ωB97M-V/def2-TZVPD.

Properties
- HOMO level: -8.3 eV
- SMILES: COC[C@H](C)N.COC[C@H](C)N.COC[C@H](C)N.COC[C@H](C)N.CCOC(=O)OC.CCOC(=O)OC.CCOC(=O)OC.CCOC(=O)OC.CCOC(=O)OC.ClCCl.ClCCl
- Spin multiplicity: 1

The geometry in XYZ format:
```
153
C38H88Cl4N4O19, DFT ωB97M-V/def2-TZVPD
C 7.452 0.216 -25.333
C 8.564 1.095 -24.790
C 9.172 0.585 -23.509
O 8.336 0.915 -22.437
C 8.804 0.707 -21.132
N 9.623 1.229 -25.806
H 7.054 0.617 -26.264
H 6.595 0.181 -24.651
H 7.790 -0.819 -25.401
H 8.177 2.106 -24.607
H 10.161 1.038 -23.320
H 9.388 -0.493 -23.584
H 8.087 1.147 -20.446
H 9.791 1.167 -20.974
H 8.928 -0.364 -20.921
H 9.367 1.878 -26.537
H 10.484 1.572 -25.398
C 4.727 2.772 -21.721
C 3.296 2.576 -21.237
C 2.299 3.535 -21.858
O 1.041 3.345 -21.249
C 0.102 4.359 -21.547
N 2.867 1.177 -21.535
H 4.783 2.575 -22.795
H 5.429 2.148 -21.175
H 4.998 3.812 -21.543
H 3.316 2.789 -20.165
H 2.187 3.345 -22.940
H 2.654 4.570 -21.769
H -0.744 4.273 -20.873
H -0.162 4.283 -22.607
H 0.553 5.348 -21.400
H 2.885 1.047 -22.546
H 1.873 1.245 -21.298
C 5.453 8.099 -14.914
C 4.592 6.872 -15.123
C 3.111 7.154 -15.257
O 2.630 7.749 -14.067
C 1.246 7.994 -14.020
N 5.059 6.113 -16.302
H 6.488 7.801 -14.707
H 5.163 8.590 -13.983
H 5.463 8.780 -15.762
H 4.726 6.139 -14.316
H 2.591 6.200 -15.410
H 2.956 7.885 -16.065
H 1.041 8.162 -12.966
H 0.621 7.208 -14.457
H 1.011 8.907 -14.586
H 6.034 5.821 -16.192
H 4.538 5.230 -16.326
C 2.746 -2.007 -19.258
C 3.714 -2.266 -20.443
C 2.944 -2.412 -21.743
O 1.887 -3.332 -21.578
C 1.421 -3.809 -22.810
N 4.524 -1.027 -20.531
H 2.372 -2.987 -18.921
H 1.904 -1.353 -19.476
H 3.271 -1.633 -18.376
H 4.329 -3.129 -20.183
H 3.641 -2.828 -22.483
H 2.625 -1.404 -22.034
H 0.984 -2.995 -23.401
H 0.677 -4.585 -22.640
H 2.196 -4.269 -23.436
H 3.991 -0.268 -20.984
H 4.818 -0.655 -19.643
C 8.304 8.461 -17.716
C 8.600 6.980 -17.617
O 9.152 6.709 -16.321
C 8.605 5.790 -15.557
O 7.776 4.963 -15.863
O 9.049 5.991 -14.312
C 8.767 4.948 -13.386
H 7.521 8.793 -17.030
H 7.979 8.728 -18.718
H 9.188 9.047 -17.459
H 9.342 6.727 -18.374
H 7.719 6.373 -17.818
H 9.177 5.300 -12.444
H 9.158 3.983 -13.697
H 7.692 4.837 -13.225
C 5.199 -0.620 -14.702
C 5.274 0.026 -13.344
O 6.392 0.914 -13.288
C 6.621 1.525 -12.126
O 5.780 1.766 -11.293
O 7.861 1.993 -12.135
C 8.364 2.639 -10.985
H 4.416 -1.372 -14.777
H 6.139 -1.120 -14.948
H 5.046 0.156 -15.453
H 5.278 -0.705 -12.533
H 4.383 0.642 -13.195
H 7.947 2.235 -10.061
H 7.993 3.671 -10.979
H 9.446 2.677 -10.941
C 4.710 6.254 -19.708
C 6.145 6.656 -19.979
O 6.770 5.630 -20.752
C 7.978 5.883 -21.234
O 8.675 6.776 -20.899
O 8.318 5.056 -22.215
C 7.519 3.951 -22.559
H 4.149 6.966 -19.105
H 4.741 5.293 -19.189
H 4.142 6.175 -20.637
H 6.613 6.845 -19.013
H 6.143 7.565 -20.586
H 6.540 4.223 -22.950
H 7.340 3.234 -21.754
H 7.994 3.311 -23.302
C -0.053 1.821 -18.072
C 1.435 2.162 -18.023
O 1.851 1.992 -16.661
C 2.598 2.919 -16.090
O 3.091 3.865 -16.648
O 2.905 2.494 -14.872
C 3.861 3.285 -14.192
H -0.635 2.442 -17.397
H -0.109 0.776 -17.749
H -0.437 1.801 -19.090
H 1.511 3.206 -18.323
H 1.997 1.477 -18.651
H 4.829 3.310 -14.709
H 4.066 2.865 -13.211
H 3.564 4.329 -14.085
C 6.788 -1.992 -18.151
C 8.296 -1.976 -18.118
O 8.723 -1.493 -16.820
C 9.050 -0.229 -16.679
O 9.303 0.566 -17.549
O 9.129 0.044 -15.384
C 9.518 1.364 -15.035
H 6.513 -2.160 -19.198
H 6.385 -1.037 -17.822
H 6.316 -2.797 -17.589
H 8.745 -1.332 -18.874
H 8.712 -2.978 -18.208
H 8.747 2.116 -15.214
H 10.456 1.577 -15.544
H 9.666 1.378 -13.957
C 6.063 2.674 -17.577
Cl 7.289 3.032 -18.796
Cl 4.959 1.407 -18.124
H 6.567 2.418 -16.647
H 5.517 3.575 -17.312
C 10.648 3.654 -18.520
Cl 10.947 4.044 -20.231
Cl 11.753 4.540 -17.468
H 9.648 4.022 -18.329
H 10.676 2.585 -18.339
```

Atom charges from the Löwdin analysis, given in e for atoms 1 to 4: number 1, C, carries -0.06; number 2, C, carries -0.44; number 3, C, carries -0.21; number 4, O, carries -0.20

---

| no. | calculated total energy (eV) | gap between HOMO and LUMO (eV) |
| --- | --- | --- |
| 1 | -107755.2884 | 8.86 |
| 2 | -68509.8032 | 4.26 |
| 3 | -135784.5907 | 8.82 |